Entry 1:
207
Properties=species:S:1:pos:R:3 method="wB97M-V/def2-TZVPD" charge=+1 orbital_gap_ev=2.0 multiplicity=1 homo_energy_ev=-8.97 relative_energy_kj_mol=209.8 max_force_ev_per_a=4.85 e_tot_ev=-101847.8149
Y 3.252 -0.112 -5.678
C 0.324 0.464 -0.515
C -0.192 -0.028 -1.884
C -1.341 0.911 -2.275
O 0.838 0.020 -2.850
H 0.572 1.523 -0.589
H 1.211 -0.115 -0.258
H -0.428 0.503 0.272
H -0.566 -0.984 -1.518
H -1.856 0.503 -3.144
H -0.947 1.867 -2.620
H -2.016 1.094 -1.439
C -0.266 -0.613 -9.340
O -1.373 -0.544 -8.428
O 0.931 -0.614 -8.587
C -0.393 -1.648 -10.625
F 0.759 -1.823 -11.370
F -0.994 -2.783 -10.354
F -1.161 -1.052 -11.514
C -2.740 -0.568 -8.930
C -3.649 -0.661 -7.714
H -3.839 -1.664 -7.332
H -3.369 0.058 -6.945
H -4.643 -0.431 -8.098
H -2.999 -1.326 -9.670
H -3.081 0.397 -9.303
H -0.465 0.370 -9.767
C -5.500 -3.773 -0.244
C -5.185 -5.073 -0.905
C -3.629 -5.117 -0.931
C -2.990 -5.602 0.427
C -3.585 -7.013 0.840
C -5.086 -6.957 0.983
N -5.709 -6.230 -0.196
O -7.028 -6.246 -0.150
C -5.647 -8.360 1.069
C -5.496 -6.236 2.286
C -5.652 -5.105 -2.464
H -4.859 -3.495 0.593
H -6.523 -3.792 0.133
H -5.285 -2.910 -0.874
H -3.304 -5.731 -1.771
H -3.238 -4.142 -1.222
H -2.926 -4.856 1.219
H -1.970 -5.797 0.095
H -3.057 -7.284 1.755
H -3.314 -7.751 0.085
H -5.546 -8.798 0.075
H -5.088 -8.983 1.767
H -6.685 -8.244 1.382
H -5.201 -6.841 3.142
H -4.980 -5.290 2.452
H -6.562 -6.100 2.469
H -6.535 -4.554 -2.789
H -5.678 -6.129 -2.836
H -4.973 -4.532 -3.094
H -7.294 -6.625 -0.991
C 3.449 -6.004 -5.181
C 2.858 -4.660 -4.540
C 2.136 -4.995 -3.194
C 3.188 -5.416 -2.187
C 4.133 -4.210 -1.933
C 4.883 -3.820 -3.224
N 3.968 -3.612 -4.442
O 4.633 -3.382 -5.635
C 5.480 -2.485 -2.773
C 6.107 -4.683 -3.410
C 1.683 -4.148 -5.414
H 4.033 -5.864 -6.090
H 2.616 -6.676 -5.390
H 4.112 -6.639 -4.594
H 1.684 -4.137 -2.695
H 1.312 -5.680 -3.393
H 3.676 -6.367 -2.401
H 2.772 -5.632 -1.203
H 4.991 -4.522 -1.337
H 3.615 -3.370 -1.469
H 6.006 -2.684 -1.839
H 6.215 -2.078 -3.467
H 4.813 -1.637 -2.619
H 5.900 -5.711 -3.708
H 6.651 -4.388 -4.308
H 6.690 -5.004 -2.547
H 0.941 -4.841 -5.811
H 1.942 -3.981 -6.459
H 1.316 -3.167 -5.113
H 4.994 -4.270 -5.680
C 3.802 0.461 5.846
C 4.175 -1.059 6.025
C 4.054 -1.424 7.496
C 3.936 -2.975 7.860
C 2.876 -3.681 6.891
C 3.061 -3.358 5.407
N 3.233 -1.923 5.245
O 3.094 -1.445 3.864
C 4.265 -4.150 4.687
C 1.642 -3.704 4.860
C 5.677 -1.182 5.639
H 3.010 0.594 5.110
H 4.632 0.936 5.322
H 3.621 0.859 6.844
H 4.819 -1.022 8.161
H 3.117 -0.992 7.847
H 3.646 -3.117 8.901
H 4.932 -3.356 7.634
H 1.847 -3.472 7.185
H 3.016 -4.762 6.878
H 4.176 -4.064 3.604
H 5.270 -3.845 4.980
H 4.085 -5.176 5.006
H 0.960 -2.863 4.735
H 1.836 -4.272 3.950
H 0.941 -4.233 5.506
H 5.787 -1.188 4.554
H 6.204 -2.101 5.898
H 6.261 -0.347 6.026
H 2.225 -1.037 3.870
C 0.812 5.465 -8.468
C 2.229 5.273 -7.768
C 3.123 6.519 -7.810
C 3.056 7.444 -6.638
C 3.087 6.576 -5.341
C 2.154 5.451 -5.180
N 2.208 4.620 -6.448
O 1.576 3.368 -6.365
C 2.613 4.670 -3.968
C 0.695 6.004 -5.097
C 3.003 4.276 -8.672
H 0.194 6.143 -7.880
H 0.819 5.926 -9.456
H 0.265 4.527 -8.571
H 4.141 6.162 -7.966
H 2.984 7.215 -8.638
H 3.949 8.063 -6.555
H 2.172 8.069 -6.761
H 2.873 7.183 -4.461
H 4.126 6.247 -5.365
H 3.563 4.265 -4.318
H 1.795 3.955 -3.879
H 2.455 5.314 -3.104
H 0.424 6.209 -4.061
H 0.036 5.271 -5.562
H 0.505 6.815 -5.800
H 3.964 4.048 -8.212
H 2.353 3.514 -9.103
H 3.138 4.916 -9.545
H 0.678 3.698 -6.442
C 0.491 7.536 6.057
C 0.729 7.331 4.557
C 1.090 5.848 4.221
C 0.904 5.416 2.683
C -0.515 5.906 2.173
C -0.678 7.467 2.366
N -0.359 7.846 3.726
O -0.641 9.197 4.063
C 0.218 8.222 1.305
C -2.133 7.619 1.949
C 1.986 8.189 4.331
H -0.514 7.174 6.274
H 0.354 8.608 6.203
H 1.253 7.039 6.657
H 2.135 5.590 4.392
H 0.459 5.107 4.711
H 0.889 4.327 2.740
H 1.722 5.735 2.037
H -1.318 5.383 2.692
H -0.516 5.588 1.130
H 0.027 9.277 1.501
H 1.302 8.130 1.376
H -0.112 8.260 0.267
H -2.362 7.663 0.885
H -2.840 7.093 2.591
H -2.371 8.636 2.260
H 2.274 8.040 3.290
H 2.777 7.636 4.837
H 1.958 9.176 4.793
H -1.577 9.168 4.275
C -6.308 -0.886 7.253
C -4.947 -0.792 6.471
C -5.169 -0.368 4.973
C -3.939 0.232 4.293
C -3.235 1.356 5.169
C -3.032 0.946 6.639
N -4.232 0.304 7.196
O -4.099 0.052 8.537
C -1.812 -0.015 6.715
C -2.935 2.250 7.452
C -4.277 -2.135 6.455
H -6.142 -1.278 8.256
H -7.140 -1.464 6.850
H -6.698 0.124 7.378
H -5.430 -1.227 4.354
H -6.007 0.320 4.867
H -4.179 0.672 3.325
H -3.220 -0.562 4.089
H -3.907 2.214 5.162
H -2.354 1.568 4.564
H -0.915 0.479 6.343
H -1.552 -0.279 7.740
H -2.014 -0.912 6.131
H -3.775 2.944 7.428
H -2.703 2.125 8.510
H -2.162 2.854 6.977
H -3.560 -2.443 5.695
H -5.079 -2.866 6.352
H -3.971 -2.383 7.472
H -4.868 0.538 8.843

Entry 2:
11
Properties=species:S:1:pos:R:3 method="wB97M-V/def2-TZVPD" orbital_gap_ev=10.0 multiplicity=1 homo_energy_ev=-9.44 relative_energy_kj_mol=357.3 max_force_ev_per_a=4.51 smiles=Cc1cnn[nH]1 e_tot_ev=-7658.7520
C 0.691 -0.495 -1.945
C 0.137 -0.366 -0.534
C 0.179 -1.009 0.737
N -0.276 -0.079 1.654
N -0.611 1.083 1.146
N -0.477 0.887 -0.289
H 0.542 -1.474 -2.448
H 1.676 -0.706 -1.954
H 0.726 0.528 -2.593
H 0.523 -2.175 0.670
H 0.044 1.817 -0.798

Entry 3:
61
Properties=species:S:1:pos:R:3 method="wB97M-V/def2-TZVPD" charge=+1 orbital_gap_ev="5.5 / 11.0" multiplicity=4 homo_energy_ev="-7.53 / -13.20" relative_energy_kj_mol=113.8 max_force_ev_per_a=2.37 e_tot_ev=-49548.5422
Ti -0.082 -0.490 -0.039
C -1.324 1.069 3.956
C -1.893 0.822 2.529
C -1.516 1.963 1.613
O -1.465 -0.480 2.047
H -1.141 0.165 4.536
H -2.153 1.574 4.460
H -0.500 1.778 4.013
H -2.983 0.773 2.569
H -2.109 2.196 0.732
H -0.469 1.949 1.285
H -1.474 2.890 2.194
H -1.714 -1.051 2.780
C 1.992 -3.265 -3.053
C 0.814 -2.551 -2.395
C 0.358 -3.382 -1.174
O 1.233 -1.268 -1.952
H 2.470 -2.680 -3.841
H 1.677 -4.167 -3.583
H 2.706 -3.578 -2.291
H -0.026 -2.501 -3.094
H 0.118 -4.369 -1.577
H -0.577 -2.991 -0.764
H 1.123 -3.552 -0.420
H 1.736 -0.795 -2.622
C 2.505 -2.496 2.849
C 1.861 -1.195 2.414
C 2.385 -0.009 3.258
O 1.916 -0.979 0.992
H 1.778 -3.067 3.431
H 3.326 -2.353 3.550
H 2.786 -3.128 2.007
H 0.791 -1.181 2.615
H 1.826 0.213 4.168
H 2.387 0.980 2.790
H 3.422 -0.242 3.505
H 2.758 -1.281 0.633
C -3.336 -1.191 -2.808
C -2.604 -0.012 -2.090
C -3.464 1.208 -2.107
O -2.329 -0.410 -0.728
H -2.789 -2.136 -2.824
H -3.519 -0.966 -3.858
H -4.293 -1.352 -2.304
H -1.719 0.173 -2.703
H -3.099 1.900 -1.345
H -4.532 1.001 -2.022
H -3.409 1.825 -3.008
H -2.904 -1.184 -0.675
C 0.100 3.013 -1.720
C 1.551 2.973 -1.236
C 1.949 3.967 -0.176
O 1.706 1.684 -0.647
H -0.009 2.149 -2.389
H -0.113 3.857 -2.374
H -0.633 2.724 -0.968
H 2.217 3.034 -2.106
H 1.203 3.995 0.624
H 1.922 5.009 -0.509
H 2.915 3.782 0.295
H 2.648 1.640 -0.441

Entry 4:
17
Properties=species:S:1:pos:R:3 method="wB97M-V/def2-TZVPD" orbital_gap_ev=9.3 multiplicity=1 homo_energy_ev=-8.20 relative_energy_kj_mol=228.1 max_force_ev_per_a=4.24 smiles=c1ccn(C2CC2)c1 e_tot_ev=-8892.7928
C 2.287 -0.855 -0.042
C 2.486 0.515 -0.096
C 1.324 1.183 0.031
N 0.282 0.210 -0.075
C -1.095 0.661 0.022
C -2.123 -0.139 -0.771
C -2.008 -0.204 0.720
C 0.934 -1.003 -0.068
H 3.041 -1.607 0.264
H 3.468 0.939 -0.010
H 1.099 2.166 0.055
H -1.080 1.715 0.119
H -2.945 0.420 -1.267
H -1.712 -0.983 -1.307
H -1.465 -1.144 0.926
H -2.816 0.018 1.524
H 0.323 -1.893 -0.027

Entry 5:
102
Properties=species:S:1:pos:R:3 method="wB97M-V/def2-TZVPD" charge=-2 orbital_gap_ev="3.4 / 3.0" multiplicity=2 homo_energy_ev="-0.18 / -0.16" relative_energy_kj_mol=574.7 max_force_ev_per_a=2.87 e_tot_ev=-141512.7357
Cs -1.378 -0.258 1.555
N -0.509 -2.625 -0.427
C -0.564 -3.971 -0.656
C -0.040 -4.516 -1.828
C -0.164 -5.866 -2.102
C -0.793 -6.702 -1.196
C -1.291 -6.174 -0.015
C -1.190 -4.823 0.277
C -1.734 -4.266 1.528
C -1.393 -4.840 2.754
C -1.924 -4.331 3.926
C -2.806 -3.265 3.878
C -3.132 -2.689 2.656
C -2.592 -3.164 1.472
H 0.237 -2.077 -0.825
H -0.835 -2.325 0.481
H 0.443 -3.854 -2.536
H 0.239 -6.267 -3.024
H -0.901 -7.757 -1.412
H -1.783 -6.824 0.694
H -0.701 -5.680 2.786
H -1.656 -4.764 4.881
H -3.244 -2.886 4.793
H -3.832 -1.862 2.637
N -3.886 1.147 1.841
C -5.195 1.260 1.445
C -6.200 1.349 2.408
C -7.530 1.451 2.054
C -7.884 1.477 0.716
C -6.897 1.360 -0.249
C -5.553 1.246 0.081
C -4.561 1.011 -0.984
C -4.634 1.745 -2.172
C -3.812 1.428 -3.239
C -2.939 0.357 -3.135
C -2.854 -0.350 -1.944
C -3.631 -0.026 -0.841
H -3.668 1.473 2.773
H -3.188 1.402 1.154
H -5.913 1.319 3.451
H -8.292 1.518 2.820
H -8.922 1.572 0.423
H -7.180 1.324 -1.294
H -5.333 2.573 -2.261
H -3.859 2.009 -4.155
H -2.306 0.083 -3.972
H -2.166 -1.182 -1.881
C 6.714 -0.661 2.105
C 6.110 0.096 0.922
C 6.480 1.580 1.052
C 6.684 -0.483 -0.380
C 4.594 -0.049 0.873
C 3.861 -0.835 1.767
C 2.488 -0.948 1.581
N 1.815 -0.352 0.623
C 2.488 0.460 -0.214
C 3.879 0.606 -0.113
C 1.690 1.199 -1.180
C 2.252 1.928 -2.238
C 1.451 2.677 -3.084
C 0.083 2.686 -2.816
C -0.390 1.917 -1.761
N 0.363 1.180 -0.983
C 2.088 3.481 -4.210
C 1.039 4.123 -5.123
C 2.974 2.565 -5.070
C 2.939 4.589 -3.572
H 7.797 -0.544 2.117
H 6.486 -1.721 2.038
H 6.318 -0.277 3.041
H 7.562 1.709 1.093
H 6.047 1.987 1.963
H 6.100 2.158 0.214
H 7.773 -0.436 -0.385
H 6.314 0.061 -1.246
H 6.382 -1.524 -0.486
H 4.314 -1.351 2.597
H 1.910 -1.567 2.259
H 4.395 1.253 -0.806
H 3.318 1.897 -2.398
H -0.617 3.266 -3.392
H -1.446 1.900 -1.546
H 0.363 3.368 -5.518
H 1.524 4.622 -5.962
H 0.457 4.860 -4.578
H 2.385 1.735 -5.456
H 3.797 2.154 -4.490
H 3.396 3.113 -5.914
H 2.309 5.223 -2.952
H 3.421 5.206 -4.332
H 3.707 4.160 -2.932
F -0.423 -1.122 3.543
As -0.207 -0.731 5.239
F 1.530 -0.502 4.968
F 0.107 -2.437 5.594
F 0.024 -0.385 6.976
F -1.921 -0.910 5.572
F -0.478 0.982 4.966
Cl -0.462 3.915 0.836
C -1.341 3.296 2.248
H -1.918 4.139 2.646
H -0.583 2.978 2.968

Entry 6:
15
Properties=species:S:1:pos:R:3 method="wB97M-V/def2-TZVPD" charge=+1 orbital_gap_ev="11.4 / 2.7" multiplicity=2 homo_energy_ev="-15.71 / -15.69" relative_energy_kj_mol=30.3 max_force_ev_per_a=1.17 e_tot_ev=-3292.3875
C -2.874 2.364 2.709
H -3.543 2.957 3.324
H -3.529 1.729 2.102
H -2.228 2.861 1.992
H -2.273 1.756 3.389
C 2.097 -1.761 -3.735
H 1.920 -0.725 -3.461
H 2.190 -2.035 -4.784
H 2.995 -2.130 -3.250
H 1.197 -2.288 -3.401
C 0.783 -0.599 1.037
H 0.443 0.391 0.670
H -0.180 -1.079 1.404
H 1.325 -0.906 0.075
H 1.526 -0.820 1.814

Entry 7:
71
Properties=species:S:1:pos:R:3 method="wB97M-V/def2-TZVPD" charge=+3 orbital_gap_ev="6.2 / 6.7" multiplicity=2 homo_energy_ev="-16.93 / -17.51" relative_energy_kj_mol=73.4 max_force_ev_per_a=6.14 e_tot_ev=-72977.8227
Nb 10.243 8.967 9.896
C 13.731 8.875 7.059
C 12.363 8.807 7.444
N 12.275 9.031 8.726
N 13.591 9.085 9.249
C 14.480 8.962 8.230
B 13.632 8.808 10.760
N 12.569 9.752 11.371
C 12.527 11.092 11.923
C 11.460 11.905 11.649
C 10.158 11.423 11.538
N 9.711 10.139 11.422
N 12.898 7.419 10.959
C 13.407 6.249 11.408
C 12.451 5.234 11.153
C 11.400 5.862 10.498
N 11.656 7.200 10.394
N 14.927 9.007 11.571
C 16.173 8.536 11.376
C 16.831 8.351 12.601
C 15.873 8.570 13.587
N 14.664 8.769 13.015
H 14.122 8.848 6.047
H 11.501 8.595 6.804
H 15.532 8.958 8.471
H 13.569 11.440 11.979
H 11.571 12.990 11.543
H 9.327 12.108 11.532
H 14.414 6.222 11.802
H 12.578 4.163 11.376
H 10.507 5.407 10.065
H 16.595 8.330 10.408
H 17.860 8.018 12.747
H 15.981 8.512 14.671
C 13.257 9.086 15.070
C 13.617 9.627 13.722
C 12.351 9.801 12.802
C 11.092 9.178 13.230
C 10.919 8.744 14.533
C 11.993 8.772 15.446
N 10.060 8.967 12.193
N 8.924 8.201 12.593
C 8.216 7.618 11.607
C 7.198 6.716 11.928
C 6.540 6.082 10.881
C 6.860 6.318 9.529
C 7.876 7.242 9.218
C 8.568 7.889 10.237
H 14.085 9.068 15.785
H 14.078 10.644 13.835
H 11.607 9.452 11.064
H 9.927 8.455 14.838
H 11.787 8.395 16.446
H 6.932 6.512 12.955
H 5.729 5.420 11.187
H 6.361 5.770 8.745
H 8.056 7.508 8.176
F 11.200 12.049 7.969
C 10.331 11.709 6.978
F 10.962 10.887 6.087
F 10.003 12.897 6.277
C 9.036 11.102 7.541
O 9.467 10.093 8.541
C 8.197 12.240 8.074
F 7.183 11.816 8.949
F 7.614 12.886 7.033
F 8.927 13.231 8.750
C 8.149 10.402 6.525
F 6.789 10.433 6.906
F 8.496 9.129 6.244
F 8.177 11.083 5.305

Entry 8:
7
Properties=species:S:1:pos:R:3 method="wB97M-V/def2-TZVPD" orbital_gap_ev="6.8 / 9.5" multiplicity=1 homo_energy_ev="-10.80 / -12.37" relative_energy_kj_mol=468.0 max_force_ev_per_a=4.56 e_tot_ev=-6117.6353
C -0.034 1.712 -0.041
C -2.577 -0.030 -0.014
C 0.094 0.365 -0.003
N -0.127 2.869 0.017
N -3.713 -0.180 0.066
H -0.425 -0.182 0.697
H 0.348 -0.127 -1.016